(1)
Below is one molecule with the formula C7H4N2 at a distorted geometry, with properties calculated with the ωB97M-V functional and the def2-TZVPD basis.

Positions of all 13 atoms, in Å:
C 0.62 -0.02 0.02
C -1.78 -1.47 0.00
N -3.90 1.43 -0.05
H 2.10 1.12 -1.00
C -2.90 0.87 0.00
C 1.89 0.77 0.01
C -1.70 0.16 0.03
N -0.51 0.65 0.04
H 2.73 0.18 0.36
H 1.61 -1.97 -0.04
C 0.67 -1.44 -0.01
C -0.59 -1.92 -0.02
H 1.77 1.64 0.65

Results
HOMO energy (spin up / spin down) (eV): -9.8 / -9.8
E (Ha): -378.4903
Largest force on an atom (eV/Å): 5.66
Charge: 0
LUMO energy (spin up / spin down) (Eh): -0.0390 / -0.0390
Energy relative to the best compared isomer or geometry (same formula, charge and spin) (kJ/mol): 79.8
Gap between HOMO and LUMO (spin up / spin down) (eV): 8.710 / 8.709


(2)
Below is one molecule with the formula C7H4N2O2S at a distorted geometry, with properties calculated with the ωB97M-V functional and the def2-TZVPD basis.

Positions of all 16 atoms, in Å:
N 2.57 -0.63 0.18
C 1.37 -0.44 0.77
C 0.99 -0.69 2.19
H -0.53 -0.64 3.51
O -3.02 -0.20 -0.79
H -2.42 -0.07 2.13
H -1.13 2.01 -1.20
C -1.23 -0.20 1.71
O -1.89 1.68 -1.24
C -0.95 0.10 0.34
N 2.64 -0.32 -1.02
C -2.11 0.56 -0.60
C 0.32 -0.02 -0.11
S 1.05 0.16 -1.65
H 1.79 -1.09 2.83
C -0.32 -0.64 2.56

Results
HOMO energy (eV): -9.5
E (Ha): -927.2426
Largest force on an atom (eV/Å): 12.09
Charge: 0
LUMO energy (Eh): -0.0251
Energy relative to the best compared isomer or geometry (same formula, charge and spin) (kJ/mol): 271.0
Gap between HOMO and LUMO (eV): 8.840


(3)
Below is one molecule with the formula C7H4N4 at a distorted geometry, with properties calculated with the ωB97M-V functional and the def2-TZVPD basis.

Positions of all 15 atoms, in Å:
N -2.54 -3.65 -0.27
C -1.74 -2.83 -0.40
C 0.04 0.43 0.26
C 1.62 1.82 -0.16
H -0.98 1.59 1.64
N 1.15 -2.36 -2.24
N -0.17 1.55 1.05
C -0.86 -0.68 0.22
C 0.85 2.43 0.77
C -0.72 -1.80 -0.51
N 1.14 0.61 -0.47
H -1.76 -0.60 0.84
H 2.61 2.14 -0.51
H 1.02 3.41 1.25
C 0.34 -2.06 -1.46

Results
HOMO energy (eV): -9.2
E (Ha): -488.1318
Largest force on an atom (eV/Å): 1.64
Charge: 0
LUMO energy (Eh): -0.0396
Energy relative to the best compared isomer or geometry (same formula, charge and spin) (kJ/mol): 36.0
Gap between HOMO and LUMO (eV): 8.172


(4)
Below is one molecule with the formula C7H4N8O2S at a distorted geometry, with properties calculated with the ωB97M-V functional and the def2-TZVPD basis.

Positions of all 22 atoms, in Å:
N 0.32 -1.05 0.41
O -1.03 -0.63 -4.14
C -0.35 -3.34 -2.19
C 0.39 1.56 2.49
C -0.21 -0.58 -1.91
H -0.86 -3.02 -4.12
C 0.45 0.24 0.62
N 0.34 3.79 2.76
N 0.06 -2.90 -0.92
H -0.01 -0.48 2.28
H 0.49 2.12 -0.12
N 0.48 0.36 1.92
N 0.58 2.74 1.93
O -0.37 -4.50 -2.47
H -0.07 4.13 4.78
N 0.44 1.11 -0.48
N -0.52 -2.57 -3.26
C 0.14 3.37 3.99
C 0.14 -1.54 -0.83
N -0.05 0.76 -1.80
S 0.27 1.63 4.23
C -0.63 -1.20 -3.17

Results
HOMO energy (eV): -9.4
E (Ha): -1255.7997
Largest force on an atom (eV/Å): 7.25
Charge: 0
LUMO energy (Eh): -0.0531
Energy relative to the best compared isomer or geometry (same formula, charge and spin) (kJ/mol): 151.6
Gap between HOMO and LUMO (eV): 7.907


(5)
Below is one molecule with the formula C7H4O at a distorted geometry, with properties calculated with the ωB97M-V functional and the def2-TZVPD basis.

Positions of all 12 atoms, in Å:
H -0.57 2.41 0.42
H 0.70 -0.33 -2.67
C 1.36 -1.96 -1.58
H -0.47 0.69 2.05
O 1.50 -1.98 -2.74
C -0.17 1.43 0.04
H 0.80 -1.54 1.49
C 0.46 0.04 -1.72
C 0.38 1.26 -1.18
C -0.14 0.44 1.04
C 0.66 -1.00 -0.75
C 0.49 -0.91 0.63

Results
HOMO energy (spin up / spin down) (eV): -7.8 / -9.2
E (Ha): -344.1728
Largest force on an atom (eV/Å): 4.47
Charge: 0
LUMO energy (spin up / spin down) (Eh): -0.0288 / -0.0008
Energy relative to the best compared isomer or geometry (same formula, charge and spin) (kJ/mol): 143.8
Gap between HOMO and LUMO (spin up / spin down) (eV): 7.052 / 9.202


(6)
Below is one molecule with the formula C7H5Br2NO, with properties calculated with the ωB97M-V functional and the def2-TZVPD basis.

Positions of all 16 atoms, in Å:
Br -0.01 -3.42 0.94
H -0.71 -1.25 -2.17
H 1.63 2.01 0.88
Br -2.66 -2.30 -3.39
C 1.28 0.99 0.85
C -0.46 -0.63 0.54
C -2.29 -1.48 -0.75
H -3.30 -1.82 -0.57
C -1.71 -1.56 -1.94
O -1.78 -0.95 0.40
C 0.50 -1.59 0.87
C -0.04 0.70 0.54
N 1.75 -1.32 1.14
H -0.74 1.49 0.32
H 3.19 0.11 1.37
C 2.15 -0.06 1.13

Results
HOMO energy (eV): -9.1
E (Ha): -5547.7286
Largest force on an atom (eV/Å): 0.50
Charge: 0
LUMO energy (Eh): 0.0206
Energy relative to the best compared isomer or geometry (same formula, charge and spin) (kJ/mol): 0.0
Gap between HOMO and LUMO (eV): 9.616


(7)
Below is C7H5BrNO4 as an isolated structure at a distorted geometry, with properties calculated with the ωB97M-V functional and the def2-TZVPD basis.

Positions of all 18 atoms, in Å:
O -2.19 0.87 -1.48
C 2.09 0.77 -0.29
C -4.39 -0.85 -1.27
O -3.69 -1.60 -1.74
H 1.24 -1.19 2.42
C 1.09 -0.59 1.52
C -0.24 -0.39 1.17
O -2.82 -0.12 0.33
C 2.14 -0.09 0.89
C 0.91 1.09 -0.86
H 2.98 1.30 -0.66
H -1.01 -0.96 1.80
C -0.59 0.30 0.11
O -5.15 -0.12 -0.85
H 0.69 2.02 -1.42
H 3.08 -0.33 1.32
N -1.86 0.38 -0.33
Br 7.72 -0.48 -0.66

Results
HOMO energy (eV): -3.6
E (Ha): -3199.3749
Largest force on an atom (eV/Å): 7.31
Charge: -1
LUMO energy (Eh): 0.0070
Gap between HOMO and LUMO (eV): 3.840


(8)
Below is one molecule with the formula C7H5ClN2 at a distorted geometry, with properties calculated with the ωB97M-V functional and the def2-TZVPD basis.

Positions of all 15 atoms, in Å:
C -0.48 -1.03 -1.57
C -1.70 -0.74 -0.90
C 0.72 -0.48 -1.12
N 0.67 0.32 -0.01
H 2.81 0.60 0.08
H -2.58 0.12 0.82
H 1.76 -0.67 -1.59
N -0.13 1.16 1.87
Cl -3.19 -1.71 -1.32
C -0.45 0.58 0.77
H 1.91 1.60 2.61
H -0.59 -1.92 -2.33
C 1.21 1.37 1.74
C 1.76 0.84 0.61
C -1.72 -0.04 0.32

Results
HOMO energy (eV): -8.5
E (Ha): -839.3975
Largest force on an atom (eV/Å): 5.31
Charge: 0
LUMO energy (Eh): 0.0060
Energy relative to the best compared isomer or geometry (same formula, charge and spin) (kJ/mol): 123.5
Gap between HOMO and LUMO (eV): 8.700


(9)
Below is one molecule with the formula C7H5F3N2O at a distorted geometry, with properties calculated with the ωB97M-V functional and the def2-TZVPD basis.

Positions of all 18 atoms, in Å:
F -1.88 3.53 1.26
C 1.01 -1.77 -1.81
N 1.27 -0.46 0.70
C 2.10 -2.17 -0.95
C -0.70 1.57 1.19
N -0.67 0.79 0.10
H 0.88 -2.44 -2.76
C 0.39 -0.14 -0.16
H 2.89 -1.98 1.14
C -2.11 2.27 1.26
F -2.95 1.97 0.24
H -1.12 -0.79 -1.64
H 2.85 -2.93 -1.29
C -0.01 -0.86 -1.36
F -2.73 2.00 2.45
O 0.05 2.00 2.03
C 2.16 -1.51 0.24
H -1.43 0.91 -0.64

Results
HOMO energy (eV): -9.6
E (Ha): -754.0475
Largest force on an atom (eV/Å): 4.81
Charge: 0
LUMO energy (Eh): 0.0041
Energy relative to the best compared isomer or geometry (same formula, charge and spin) (kJ/mol): 125.8
Gap between HOMO and LUMO (eV): 9.709


(10)
Below is C7H5F6O9PS as an isolated structure at a distorted geometry, with properties calculated with the ωB97M-V functional and the def2-TZVPD basis.

Positions of all 29 atoms, in Å:
H 4.89 0.83 0.09
H -0.41 2.09 -3.15
O -0.89 1.31 -2.77
C -1.52 0.13 -0.06
F 1.29 -2.62 -0.86
O -3.78 -1.02 0.60
C -0.63 -1.18 -0.31
C 0.77 -1.29 -1.07
F 1.70 -1.42 1.71
H -2.99 -1.03 -1.45
O -0.43 2.93 -0.46
F 1.78 1.05 -0.99
F 3.15 -0.76 -1.16
P -1.36 1.68 -1.17
O 4.61 0.86 1.04
O -1.07 -2.26 0.19
H -0.54 2.85 0.52
C 1.92 -0.29 -0.56
S -3.24 -0.09 1.93
O 4.33 -1.40 1.52
C -3.02 -0.40 -0.47
O -3.31 -1.08 3.05
F 1.72 0.96 1.53
O -4.25 1.04 1.95
F 0.66 -1.18 -2.51
C 2.18 -0.29 1.02
H -3.63 0.52 -0.78
C 3.80 -0.29 1.23
O -1.69 0.35 1.38

Results
HOMO energy (eV): -9.1
E (Ha): -2285.4328
Largest force on an atom (eV/Å): 6.02
Charge: 0
LUMO energy (Eh): -0.0697
Gap between HOMO and LUMO (eV): 7.207


(11)
Below is C7H5LiO3Tm as an isolated structure at a distorted geometry, with properties calculated with the ωB97M-V functional and the def2-TZVPD basis.

Positions of all 17 atoms, in Å:
H -0.81 -1.74 0.76
Tm -1.60 2.93 -0.20
C 1.05 -0.74 -0.24
Li 2.24 -2.22 1.73
O 1.01 -0.98 2.40
H 0.30 1.83 -0.99
C -1.70 0.15 0.35
C 1.18 -0.02 -1.52
H 1.56 -0.64 -2.33
O -4.16 0.12 0.20
C -0.57 -0.68 0.60
O 1.80 -1.70 -0.06
C 0.47 -0.18 1.58
C 0.82 1.25 -1.75
H 0.33 0.87 1.91
C -2.98 0.04 0.28
H 1.06 1.71 -2.71

Results
HOMO energy (spin up / spin down) (eV): -9.3 / -10.4
E (Ha): -1587.7346
Largest force on an atom (eV/Å): 3.50
<S²>: 2.015
2S+1: 3
Charge: +1
LUMO energy (spin up / spin down) (Eh): -0.2128 / -0.2177
Gap between HOMO and LUMO (spin up / spin down) (eV): 3.558 / 4.458


(12)
Below is one molecule with the formula C7H6 at a distorted geometry, with properties calculated with the ωB97M-V functional and the def2-TZVPD basis.

Positions of all 13 atoms, in Å:
C 2.19 0.36 0.86
H -0.03 -0.80 -1.68
C -1.90 0.31 -0.11
C 0.33 -0.15 -0.93
C -0.74 0.76 -0.27
C 2.81 -0.47 0.04
H -2.90 -0.80 1.26
H -0.63 1.80 -0.16
H 2.32 1.12 1.60
C -2.89 -0.40 0.22
H 3.84 -0.87 -0.29
C 1.45 -0.24 -0.24
H -3.85 -0.64 -0.30

Results
HOMO energy (eV): -7.9
E (Ha): -270.1181
Largest force on an atom (eV/Å): 4.17
Charge: 0
LUMO energy (Eh): 0.0396
Energy relative to the best compared isomer or geometry (same formula, charge and spin) (kJ/mol): 309.7
Gap between HOMO and LUMO (eV): 9.010